Record 1
Entry from the OMol25 dataset: one molecule with the formula C17H24BrN5O3S (wB97M-V/def2-TZVPD).

```
51
Properties=species:S:1:pos:R:3:forces:R:3:mulliken_charge:R:1
C -1.9081 -2.1929 -2.2215 -0.21 -0.16 -0.07 -0.938
O -0.7863 -1.4200 -1.8691 0.32 0.38 0.11 -0.417
C -0.9789 -0.1534 -1.4057 0.12 0.01 0.01 1.135
C -2.2204 0.4607 -1.3186 0.07 -0.03 -0.13 -0.569
C -2.3617 1.7614 -0.8456 0.11 0.08 -0.18 0.346
C -3.7364 2.2955 -0.5556 0.27 -0.29 -0.06 -1.397
N -4.1918 1.8844 0.7849 -0.31 0.41 0.31 -0.903
N -4.1810 0.5114 0.9544 0.46 -0.81 0.19 0.612
C -5.1583 -0.3667 0.5650 -0.05 -0.16 0.13 1.258
C -6.4066 0.0561 -0.1034 -0.04 -0.03 -0.05 -1.316
N -4.8263 -1.5817 0.8665 -0.70 -0.37 -0.33 -0.836
N -3.6118 -1.4985 1.4670 -0.07 0.99 -0.18 0.304
C -3.1696 -0.2202 1.5444 0.09 -0.12 0.06 -0.187
S -1.7863 0.3662 2.2027 0.55 0.17 0.47 -0.335
C -1.2361 2.4862 -0.4936 -0.10 -0.12 -0.17 -0.931
C -0.0019 1.8759 -0.5794 0.22 -0.14 -0.08 -0.032
Br 1.5591 2.8226 -0.0905 -0.06 0.22 0.09 -0.234
C 0.1648 0.5600 -0.9985 -0.12 0.17 0.13 0.642
O 1.4390 0.0940 -1.0233 -0.22 -0.02 -0.34 -0.567
C 1.6956 -1.2637 -0.7176 0.19 -0.72 0.15 0.107
C 3.0922 -1.4345 -0.0956 -0.69 0.33 -0.35 0.143
O 3.5184 -2.5528 0.1152 0.06 -0.37 0.05 -0.684
N 3.7169 -0.2859 0.1746 0.16 0.59 0.04 0.037
C 5.0318 -0.1505 0.8001 0.24 -0.20 0.13 1.504
C 4.9925 -0.7830 2.1934 0.00 0.03 -0.17 -1.698
C 5.3252 1.3450 0.8999 -0.08 -0.25 -0.04 -1.784
C 6.0807 -0.8467 -0.0702 -0.14 0.04 0.11 -1.699
H -1.5097 -3.1640 -2.5098 -0.08 0.04 0.00 0.282
H -2.5947 -2.3206 -1.3781 0.01 0.04 -0.02 0.345
H -2.4463 -1.7573 -3.0693 0.01 -0.01 0.05 0.344
H -3.1042 -0.0802 -1.6213 -0.08 -0.10 -0.03 0.433
H -3.7537 3.3853 -0.5599 -0.05 -0.04 -0.03 0.481
H -4.4659 1.9248 -1.2796 0.03 0.12 -0.01 0.341
H -3.5493 2.2629 1.4860 -0.13 -0.24 -0.03 0.291
H -7.1845 -0.6750 0.0941 -0.04 -0.01 0.00 0.393
H -6.2632 0.1216 -1.1818 -0.02 0.05 -0.05 0.235
H -6.7013 1.0346 0.2687 -0.07 0.03 -0.01 0.360
H -3.1615 -2.3156 1.8441 0.01 0.16 0.00 0.178
H -1.3166 3.4976 -0.1269 0.01 0.10 0.05 0.403
H 0.9696 -1.6470 0.0074 0.09 0.06 -0.06 0.273
H 1.6425 -1.8855 -1.6175 0.06 0.10 0.20 0.291
H 3.2371 0.5706 -0.0595 -0.14 -0.11 -0.04 0.123
H 4.7434 -1.8370 2.1093 0.00 -0.08 0.04 0.409
H 5.9600 -0.6863 2.6780 0.14 0.02 0.08 0.428
H 4.2409 -0.2929 2.8082 -0.07 0.06 0.08 0.380
H 6.2919 1.5045 1.3693 0.10 0.01 0.05 0.444
H 4.5648 1.8461 1.4948 -0.09 0.07 0.11 0.383
H 5.3422 1.7984 -0.0886 0.03 0.07 -0.14 0.404
H 5.8350 -1.9004 -0.1659 0.03 -0.07 -0.02 0.409
H 7.0647 -0.7525 0.3808 0.15 0.03 0.06 0.426
H 6.1042 -0.4007 -1.0620 0.02 0.06 -0.11 0.382
```
Forces are in eV/Å.

The total charge is 0. Its HOMO energy is -8.11 eV. The LUMO energy is 0.49 eV. The maximum force comes out at 1.01 eV Å⁻¹. The calculation puts the energy above the lowest of the compared OMol25 structures with the same formula, charge and spin at 0.0 kJ/mol. The structure (SMILES) is COc1cc(CNn2c(C)n[nH]c2=S)cc(Br)c1OCC(=O)NC(C)(C)C.


Record 2
Entry from the OMol25 dataset: one molecule with the formula C30H23F2NO (wB97M-V/def2-TZVPD).

```
57
Properties=species:S:1:pos:R:3:forces:R:3:mulliken_charge:R:1
C 4.7085 3.9389 -0.1237 0.63 0.29 0.06 -1.477
C 3.4911 3.1056 -0.1266 -0.52 -0.15 -0.08 0.778
C 3.5220 1.7479 0.1763 -0.18 0.64 -0.32 -1.087
C 2.3579 0.9990 0.1640 -0.18 -0.18 0.62 -0.180
C 1.1054 1.5552 -0.1429 0.58 0.03 -0.43 -0.022
C -0.1906 0.7574 -0.3048 -0.29 1.25 -0.61 1.032
C -1.4899 1.5516 0.0964 -0.08 0.11 0.25 -0.029
C -2.7617 1.0867 -0.2739 -0.10 0.19 -0.18 -0.510
C -3.8844 1.9124 -0.2110 0.15 0.12 0.38 -1.006
C -3.7984 3.2457 0.1944 0.68 0.07 -0.01 0.680
C -4.9741 4.1689 0.2049 -0.53 0.18 -0.27 -1.455
C -2.5256 3.6784 0.5669 0.12 0.03 -0.11 0.272
F -2.2903 5.0320 0.6876 -0.38 -1.00 0.61 -0.348
C -1.4394 2.8175 0.7073 0.08 0.05 -0.39 -0.578
C -0.2634 -0.6867 0.2081 0.35 -1.33 -0.18 3.334
C -0.8988 -0.6469 1.5154 -0.91 0.58 3.90 -0.770
N -1.2569 -0.4906 2.6257 0.81 -0.66 -3.14 -0.767
C -1.1375 -1.5289 -0.7524 -0.76 -0.36 -1.74 -0.450
O -1.5618 -1.0650 -1.8072 0.92 -0.24 1.49 -0.626
C -1.3386 -3.0048 -0.5165 -0.17 -0.66 -0.26 0.455
C -0.8363 -3.7736 0.5536 -0.32 0.04 -0.53 0.081
C -0.9301 -5.1743 0.5022 0.01 0.67 0.37 -0.900
C -1.5899 -5.8048 -0.5518 0.00 -0.05 -0.22 -0.355
C -2.1027 -5.0537 -1.6134 0.18 0.54 0.42 -0.710
C -1.9557 -3.6650 -1.5960 -0.05 -0.34 0.12 -0.701
C 1.0239 -1.5751 0.3397 1.06 0.11 0.25 -1.109
C 1.5851 -2.2357 -0.7709 -0.46 0.12 0.40 -0.337
C 2.7055 -3.0565 -0.6153 -0.14 -0.09 -0.11 -0.974
C 3.3387 -3.1912 0.6194 -0.05 0.36 -0.08 -0.560
C 2.8346 -2.4899 1.7112 -0.60 0.27 -0.06 -0.869
C 1.6748 -1.7122 1.5863 -0.07 -0.16 -0.45 0.751
C 1.0960 2.8966 -0.5846 0.23 -0.01 0.55 -1.009
C 2.2527 3.6481 -0.4671 -0.29 0.01 -0.20 0.080
F 2.1563 4.9953 -0.7160 0.28 -0.83 -0.01 -0.378
H 5.5747 3.3064 0.0675 0.07 0.09 0.03 0.378
H 4.8536 4.4233 -1.0917 -0.01 0.12 0.12 0.314
H 4.6618 4.7031 0.6554 0.06 0.07 -0.14 0.305
H 4.4728 1.2658 0.4172 -0.30 0.20 -0.04 0.316
H 2.5002 -0.0251 0.4843 -0.28 0.50 -0.34 0.469
H -0.2640 0.7220 -1.4110 -0.25 -0.40 0.51 0.543
H -2.9047 0.0726 -0.6283 -0.01 0.44 -0.09 0.428
H -4.8607 1.5466 -0.5276 0.24 -0.09 0.13 0.297
H -5.8940 3.5888 0.0588 0.19 0.13 0.05 0.369
H -5.0810 4.7315 1.1422 0.20 -0.18 -0.23 0.329
H -4.9214 4.8972 -0.6152 0.05 -0.08 0.20 0.296
H -0.5420 3.1706 1.2194 -0.24 0.08 -0.54 0.764
H -0.3462 -3.2521 1.3766 -0.18 -0.55 -0.14 0.448
H -0.4693 -5.7527 1.3072 -0.31 0.12 -0.27 0.392
H -1.6968 -6.8921 -0.5568 0.12 0.34 0.01 0.379
H -2.6042 -5.5135 -2.4604 0.11 -0.07 0.21 0.388
H -2.3051 -3.0718 -2.4411 0.09 -0.18 0.31 0.407
H 1.0925 -2.1683 -1.7482 0.30 0.00 0.34 0.517
H 3.0610 -3.6391 -1.4667 -0.03 0.31 0.17 0.418
H 4.2453 -3.7890 0.7237 -0.34 0.07 -0.06 0.413
H 3.3233 -2.5363 2.6783 -0.02 -0.06 -0.09 0.424
H 1.2941 -1.1641 2.4516 0.11 -0.25 -0.24 0.383
H 0.1836 3.3939 -0.9206 0.44 -0.21 0.07 0.767
```
Forces are in eV/Å.

The total charge is 0. Its HOMO energy is -8.70 eV. The LUMO energy is -0.38 eV. The maximum force comes out at 4.04 eV Å⁻¹. The calculation puts the energy above the lowest of the compared OMol25 structures with the same formula, charge and spin at 0.0 kJ/mol. The structure (SMILES) is Cc1ccc(C(c2ccc(C)c(F)c2)[C@@](C#N)(C(=O)c2ccccc2)c2ccccc2)cc1F.


Record 3
Entry from the OMol25 dataset: C26H33N10W as an isolated structure (wB97M-V/def2-TZVPD).

```
70
Properties=species:S:1:pos:R:3:forces:R:3:lowdin_spin:R:1
W 0.0873 0.2091 -0.2150 -0.04 0.08 -0.82 0.856
C -1.6815 -1.1478 1.8237 0.06 -0.02 -0.03 0.001
N -0.4837 -1.5680 1.0597 0.05 0.10 0.12 0.005
C -0.7495 -2.7238 0.1743 0.13 0.09 0.02 0.014
C 0.4410 -2.8362 -0.7340 0.00 0.17 0.09 0.007
C 0.9917 -4.0381 -1.1300 -0.03 -0.14 -0.06 -0.001
C 2.1444 -4.0344 -1.9021 0.01 -0.05 -0.02 0.006
C 2.7160 -2.8173 -2.2491 0.05 -0.06 -0.06 0.000
C 2.1088 -1.6561 -1.8247 -0.12 0.05 -0.02 0.008
N 0.9862 -1.6501 -1.0811 -0.02 -0.03 0.10 0.012
C 0.6384 -1.9140 2.0056 -0.08 0.04 -0.08 0.001
C 1.8871 -1.0860 1.8484 -0.07 0.09 -0.17 0.007
C 2.9670 -1.3320 2.6775 0.08 -0.07 0.13 -0.001
C 4.1185 -0.5783 2.5400 0.05 0.00 0.02 0.010
C 4.1612 0.4058 1.5586 0.07 0.00 0.03 -0.001
C 3.0521 0.5899 0.7670 -0.07 -0.09 -0.04 0.008
N 1.9198 -0.1341 0.8968 0.29 -0.01 0.32 0.001
C -1.3253 0.1452 2.5013 0.13 0.05 -0.09 0.002
C -1.8388 0.5236 3.7245 -0.08 0.02 0.08 0.000
C -1.3723 1.6860 4.3225 -0.01 0.01 0.03 0.000
C -0.3693 2.4135 3.6923 -0.02 0.07 0.11 0.001
C 0.0928 1.9795 2.4711 0.03 -0.06 -0.11 0.003
N -0.3924 0.8832 1.8569 -0.14 0.05 0.00 0.006
H -1.9838 -1.8972 2.5587 0.03 -0.04 0.04 0.000
H -2.5077 -1.0180 1.1252 0.00 -0.02 -0.02 0.001
H -1.6516 -2.5225 -0.3933 -0.14 0.03 -0.08 0.009
H -0.9124 -3.6411 0.7426 0.04 -0.03 0.05 0.001
H 0.5246 -4.9688 -0.8286 0.04 0.05 -0.01 0.000
H 2.5971 -4.9670 -2.2165 -0.02 0.04 0.00 0.000
H 3.6214 -2.7661 -2.8393 -0.03 -0.01 0.02 0.000
H 2.5241 -0.6887 -2.0799 0.00 0.02 0.05 0.001
H 0.9096 -2.9609 1.8744 -0.02 -0.08 -0.01 0.000
H 0.2877 -1.8244 3.0338 -0.05 0.02 0.03 0.000
H 2.9025 -2.1102 3.4304 0.01 0.05 -0.05 0.000
H 4.9721 -0.7566 3.1829 -0.04 0.01 -0.03 0.000
H 5.0426 1.0152 1.4072 -0.04 -0.03 0.00 0.000
H 3.0673 1.3289 -0.0229 -0.03 0.00 0.00 0.000
H -2.5866 -0.0941 4.2079 0.04 0.04 -0.01 0.000
H -1.7657 2.0047 5.2803 0.02 -0.01 -0.03 0.000
H 0.0501 3.3037 4.1430 -0.02 -0.04 -0.02 0.000
H 0.8817 2.5196 1.9602 -0.03 -0.04 0.00 0.000
C 1.3506 2.2493 -2.1770 -0.08 -0.05 0.02 0.008
C 0.4644 1.5307 -3.1737 -0.02 -0.01 0.05 0.006
N -0.1963 0.3373 -2.5446 -0.18 0.24 0.23 0.013
C -1.6642 0.2909 -2.8573 0.12 -0.14 0.33 0.029
C -2.3406 1.3756 -2.0675 -0.12 -0.01 0.06 0.008
N -1.8977 1.3881 -0.6465 0.20 0.01 0.12 0.008
C -1.6903 2.7977 -0.2028 0.07 -0.06 -0.07 0.001
C -0.4333 3.3557 -0.8488 -0.04 -0.07 0.00 0.000
N 0.6692 2.3349 -0.8567 0.03 -0.09 0.20 0.008
H 1.6114 3.2391 -2.5563 0.00 0.04 0.01 0.001
H 2.2756 1.6946 -2.0344 0.07 -0.02 0.04 0.001
H 1.0639 1.2214 -4.0264 0.00 -0.04 -0.09 0.000
H -0.3003 2.1978 -3.5650 -0.03 0.01 -0.02 0.000
H 0.2066 -0.4872 -2.9737 0.09 -0.12 0.02 0.001
H -1.8751 -1.7465 -3.2443 -0.09 -0.02 -0.02 0.013
H -1.8405 0.4622 -3.9191 0.16 0.08 -0.15 0.000
H -3.4193 1.2791 -2.1465 -0.10 0.03 0.07 0.002
H -2.0915 2.3304 -2.5194 0.00 0.04 -0.05 0.001
H -2.6576 0.9969 -0.0997 -0.07 -0.04 0.02 0.003
H -1.6005 2.8051 0.8765 -0.06 -0.01 0.10 0.000
H -2.5492 3.4193 -0.4549 -0.07 0.02 -0.07 0.000
H -0.1182 4.2520 -0.3189 0.06 0.04 0.01 0.000
H -0.6242 3.6641 -1.8739 0.01 0.02 -0.05 0.000
H 1.3745 2.6586 -0.2041 0.06 0.07 0.03 0.002
N -5.7809 -0.7697 0.5490 0.35 -0.02 -0.04 0.077
C -4.8692 -0.8582 -0.1554 -0.17 -0.32 -0.35 0.020
N -3.7898 -0.8118 -0.9264 -0.20 0.79 0.63 0.232
C -3.2131 -1.4240 -1.8338 0.12 -0.35 -0.27 0.507
N -2.1369 -1.0592 -2.5487 -0.12 -0.28 -0.27 0.099
```
Forces are in eV/Å.

The total charge is +3. Its HOMO energy (spin up / spin down) is -16.28 / -15.86 eV. The LUMO energy (spin up / spin down) is -8.72 / -9.06 eV. As for the spin multiplicity: 3. The maximum force comes out at 1.03 eV Å⁻¹. The calculation puts the energy above the lowest of the compared OMol25 structures with the same formula, charge and spin at 67.8 kJ/mol. As for the expectation value of S²: 2.01.


Record 4
Entry from the OMol25 dataset: one molecule with the formula C14H16O (wB97M-V/def2-TZVPD).

```
31
Properties=species:S:1:pos:R:3:forces:R:3:mulliken_charge:R:1
C -0.3008 -2.4908 -0.8858 0.14 -0.82 -1.39 -1.340
C -0.3853 -1.2436 -0.4681 3.03 1.81 -0.69 0.485
C -1.5788 -0.5450 -0.0480 -1.61 0.01 0.22 0.579
C -2.9043 -1.0640 0.1488 0.59 0.76 0.05 -0.786
C -3.9512 -0.1713 0.3848 -0.12 1.05 -0.72 -0.486
C -3.6622 1.2232 0.3954 1.26 -0.46 0.29 -0.567
C -2.3229 1.7275 0.3357 -2.43 2.19 0.57 -0.478
C -1.3448 0.8324 0.0582 1.35 -0.79 -0.31 0.585
C 0.0555 1.2364 -0.3283 -0.09 0.44 0.24 -0.289
O 0.3913 2.3930 -0.4823 -0.02 -0.28 0.14 -0.634
C 0.9585 0.0657 -0.6157 -1.60 -4.46 2.22 1.396
C 1.5513 0.0826 -1.9726 1.05 -0.28 -0.70 -1.790
C 2.0687 -0.2696 0.5342 -0.86 3.10 0.00 0.295
C 3.3602 0.6703 0.3976 -1.03 -2.26 1.27 -1.623
C 1.3614 -0.0788 1.9124 -0.87 -0.35 -1.55 -1.513
H 0.4798 -3.0337 -1.4247 0.74 0.87 0.62 0.314
H -1.1612 -3.1059 -1.0676 -0.95 -0.02 0.72 0.297
H -3.1787 -2.1087 0.0715 0.52 -0.11 -0.01 0.360
H -5.0388 -0.5035 0.4241 1.70 0.37 0.05 0.311
H -4.4806 1.9056 0.4119 -0.41 0.46 0.37 0.417
H -2.0744 2.8686 0.5038 -0.62 -2.52 -0.68 0.289
H 2.0563 1.0669 -2.0047 0.08 -0.50 -0.50 0.427
H 0.7891 0.0392 -2.7737 0.49 -0.05 0.35 0.413
H 2.3239 -0.7599 -2.0749 -1.16 1.24 -0.08 0.323
H 2.5404 -1.2182 0.4486 -0.61 -1.31 -0.39 0.636
H 3.0668 1.6913 0.3021 0.30 0.73 -0.66 0.388
H 4.0476 0.1619 -0.2734 -0.15 0.89 -0.98 0.373
H 3.9328 0.5457 1.3194 -0.30 0.28 0.41 0.471
H 1.4824 0.8848 2.2993 1.11 1.68 0.65 0.447
H 1.6563 -0.7906 2.6477 0.11 -0.59 0.53 0.369
H 0.2612 -0.0114 1.8244 0.37 -1.06 -0.04 0.332
```
Forces are in eV/Å.

The total charge is 0. Its HOMO energy is -8.64 eV. The LUMO energy is 0.20 eV. The maximum force comes out at 5.23 eV Å⁻¹. The calculation puts the energy above the lowest of the compared OMol25 structures with the same formula, charge and spin at 256.2 kJ/mol. The structure (SMILES) is C=C1c2ccccc2C(=O)[C@@]1(C)C(C)C.